Record 1
The following is a quantum chemistry calculation of a structure of composition C47H34CuF3INOPSb, from the Open Molecules 2025 dataset.

Properties
largest force on an atom: 0.4 eV/A
lowest unoccupied orbital energy (spin up / spin down): -2.9 / -3.9 eV
net charge: +1
2S+1: 2
energy relative to the best compared isomer or geometry (same formula, charge and spin): 0.000 eV

Each line ends with the Mulliken charge.
Element x y z (Å)
Cu (-0.9966, 0.8527, -0.4215)  -1.286
O (-3.8013, 1.3470, -1.2723)  -0.612
N (-2.6181, 0.8900, -1.8037)  0.266
C (-2.7886, 0.3954, -2.9622)  -0.831
C (-1.7656, -0.0863, -3.8917)  0.987
C (-2.2801, -0.6470, -5.0644)  -0.995
C (-1.4508, -1.0781, -6.0848)  -0.803
C (-0.0805, -0.9355, -5.9537)  -0.841
C (0.4449, -0.3746, -4.7991)  -0.380
C (-0.3737, 0.0470, -3.7545)  -0.140
P (0.4220, 0.8434, -2.3153)  1.814
C (0.6536, 2.5626, -2.8545)  0.773
C (-0.1670, 3.1084, -3.8374)  -0.734
C (-0.0772, 4.4567, -4.1556)  -0.748
C (0.8345, 5.2704, -3.5019)  -0.725
C (1.6560, 4.7351, -2.5190)  -0.868
C (1.5618, 3.3920, -2.1908)  -0.651
C (2.0530, 0.0419, -2.3000)  0.243
C (2.0577, -1.3351, -2.0663)  -0.006
C (3.2375, -2.0562, -2.1133)  -0.627
C (4.4355, -1.4063, -2.3765)  -0.639
C (4.4411, -0.0425, -2.6177)  -0.819
C (3.2548, 0.6801, -2.5939)  -0.489
H (-3.6321, 1.3741, -0.3118)  0.487
H (-3.8153, 0.3492, -3.3210)  0.507
H (-3.3535, -0.7402, -5.1732)  0.472
H (-1.8755, -1.5124, -6.9797)  0.429
H (0.5829, -1.2516, -6.7477)  0.451
H (1.5178, -0.2663, -4.7079)  0.523
H (-0.8797, 2.4884, -4.3666)  0.330
H (-0.7216, 4.8680, -4.9212)  0.454
H (0.9057, 6.3194, -3.7561)  0.419
H (2.3691, 5.3646, -2.0028)  0.454
H (2.1988, 2.9949, -1.4090)  0.790
H (1.1235, -1.8576, -1.8779)  0.329
H (3.2238, -3.1214, -1.9296)  0.450
H (5.3610, -1.9669, -2.3995)  0.434
H (5.3693, 0.4651, -2.8456)  0.449
H (3.2778, 1.7323, -2.8356)  0.616
I (-0.2817, 3.2982, 0.5265)  0.210
C (-1.5755, 2.9795, 2.1358)  1.156
C (-1.6644, 3.9312, 3.1066)  -0.590
C (-2.5629, 3.7432, 4.1774)  -0.806
C (-3.3364, 2.6224, 4.2260)  -1.002
C (-3.2456, 1.6269, 3.2223)  0.846
C (-4.0417, 0.4577, 3.2923)  -0.842
C (-3.9498, -0.4980, 2.3258)  -1.239
C (-3.0502, -0.3251, 1.2488)  2.711
C (-2.2362, 0.7788, 1.1277)  -2.438
C (-2.3408, 1.7857, 2.1381)  1.051
H (-1.0582, 4.8262, 3.0631)  0.450
H (-2.6334, 4.4966, 4.9502)  0.415
H (-4.0348, 2.4717, 5.0402)  0.436
H (-4.7294, 0.3455, 4.1220)  0.436
H (-4.5647, -1.3882, 2.3698)  0.409
H (-3.0230, -1.1056, 0.4943)  0.502
F (6.1945, -3.2923, 1.3107)  -0.355
C (4.9519, -2.7870, 1.3086)  0.353
C (3.8867, -3.6350, 1.0781)  -0.819
C (2.6052, -3.1005, 1.0698)  -0.454
C (2.3977, -1.7430, 1.2934)  0.735
C (3.4975, -0.9203, 1.5239)  -0.509
C (4.7841, -1.4338, 1.5361)  -0.772
Sb (0.4393, -0.9124, 1.1866)  0.534
C (-0.6232, -2.7392, 1.2656)  0.433
C (-1.2892, -3.1540, 0.1138)  -0.642
C (-1.9723, -4.3604, 0.0719)  -0.561
C (-1.9773, -5.1454, 1.2090)  0.118
F (-2.6412, -6.3083, 1.1865)  -0.338
C (-1.3152, -4.7781, 2.3656)  -0.702
C (-0.6314, -3.5717, 2.3828)  -0.536
C (0.2191, -0.1190, 3.1353)  1.134
C (-0.7394, -0.5767, 4.0341)  -0.441
C (-0.9170, 0.0454, 5.2602)  -0.860
C (-0.1265, 1.1342, 5.5687)  0.265
F (-0.3084, 1.7531, 6.7454)  -0.394
C (0.8354, 1.6180, 4.7035)  -0.872
C (0.9984, 0.9830, 3.4821)  -0.691
H (4.0652, -4.6893, 0.9133)  0.486
H (1.7678, -3.7646, 0.8894)  0.403
H (3.3699, 0.1438, 1.6877)  0.240
H (5.6480, -0.8086, 1.7163)  0.479
H (-1.2917, -2.5264, -0.7734)  0.347
H (-2.4926, -4.6958, -0.8150)  0.479
H (-1.3335, -5.4353, 3.2244)  0.468
H (-0.0841, -3.2979, 3.2764)  0.588
H (-1.3907, -1.4006, 3.7746)  0.425
H (-1.6659, -0.2906, 5.9651)  0.489
H (1.4287, 2.4775, 4.9853)  0.492
H (1.7339, 1.3832, 2.7924)  0.294


Record 2
The following is a quantum chemistry calculation of a structure of composition C47H34F3NO2P2PdS, from the Open Molecules 2025 dataset.

Properties
largest force on an atom: 0.5 eV/A
lowest unoccupied orbital energy (spin up / spin down): -6.0 / -8.7 eV
net charge: +2
2S+1: 5

Each line ends with the Mulliken charge.
Element x y z (Å)
Pd (1.4413, -1.1736, -0.6241)  -0.568
O (-0.6822, 0.5087, -0.5285)  -0.087
P (-1.9586, 0.4414, 0.3849)  1.020
C (-2.9776, -0.6885, -0.5673)  -1.566
P (-1.9543, -2.0962, -1.1794)  1.153
O (-0.7506, -2.3279, -0.2992)  -0.094
C (-3.0824, -3.4749, -1.1982)  0.705
C (-2.5844, -4.7334, -0.8648)  -0.503
C (-3.4223, -5.8384, -0.9100)  -0.668
C (-4.7495, -5.6889, -1.2848)  -0.537
C (-5.2520, -4.4346, -1.6088)  -0.853
C (-4.4212, -3.3280, -1.5641)  -0.431
C (-1.5254, -1.6839, -2.8803)  0.894
C (-2.5062, -1.4081, -3.8335)  -0.499
C (-2.1471, -1.1023, -5.1370)  -0.852
C (-0.8059, -1.0748, -5.5021)  -0.537
C (0.1761, -1.3580, -4.5647)  -0.880
C (-0.1874, -1.6671, -3.2632)  0.309
C (-2.6617, 2.0622, 0.5095)  0.680
C (-2.8715, 2.6940, 1.7355)  -0.231
C (-3.3626, 3.9915, 1.7611)  -0.873
C (-3.6391, 4.6518, 0.5736)  -0.515
C (-3.4205, 4.0286, -0.6513)  -0.859
C (-2.9299, 2.7369, -0.6884)  -0.825
C (-1.7716, -0.2604, 2.0045)  0.958
C (-0.5628, -0.6931, 2.5424)  -0.120
C (-0.5440, -1.2509, 3.8126)  -1.100
C (-1.7179, -1.3814, 4.5411)  -0.607
C (-2.9275, -0.9599, 4.0030)  -0.956
C (-2.9564, -0.4012, 2.7372)  -0.714
H (-3.4485, -0.1598, -1.3987)  0.852
H (-3.7582, -1.0635, 0.0977)  0.752
H (-1.5488, -4.8391, -0.5673)  0.297
H (-3.0409, -6.8167, -0.6496)  0.446
H (-5.4010, -6.5520, -1.3193)  0.409
H (-6.2899, -4.3200, -1.8906)  0.434
H (-4.8313, -2.3527, -1.8015)  0.325
H (-3.5582, -1.4430, -3.5744)  0.296
H (-2.9132, -0.8933, -5.8715)  0.448
H (-0.5293, -0.8396, -6.5213)  0.411
H (1.2201, -1.3459, -4.8492)  0.466
H (0.5793, -1.8860, -2.5251)  -0.110
H (-2.6415, 2.1885, 2.6635)  0.404
H (-3.5265, 4.4863, 2.7089)  0.481
H (-4.0246, 5.6628, 0.5991)  0.436
H (-3.6315, 4.5538, -1.5732)  0.456
H (-2.7402, 2.2617, -1.6447)  0.383
H (0.3524, -0.6108, 1.9767)  0.511
H (0.3940, -1.5906, 4.2317)  0.515
H (-1.6938, -1.8167, 5.5315)  0.441
H (-3.8452, -1.0668, 4.5653)  0.472
H (-3.9065, -0.0705, 2.3303)  0.511
S (6.1786, -1.4172, -0.2522)  -0.252
C (5.8970, 0.2372, -0.6299)  0.947
C (6.7930, 1.2865, -0.6917)  -0.668
C (6.2841, 2.5372, -1.0070)  -0.469
C (4.8992, 2.7609, -1.2677)  -0.651
C (4.0057, 1.7415, -1.2166)  -0.381
C (4.4932, 0.4427, -0.8779)  -0.332
N (3.7429, -0.6455, -0.7736)  0.176
C (4.4776, -1.7258, -0.4146)  0.791
C (3.8458, -2.9443, -0.1143)  1.363
C (4.5768, -4.1477, 0.0864)  -0.994
C (3.8990, -5.2838, 0.4213)  -0.826
C (2.4997, -5.2299, 0.5916)  -0.638
C (1.7745, -4.0525, 0.4143)  0.321
C (2.4246, -2.8934, 0.0357)  -0.578
H (7.8484, 1.1479, -0.5039)  0.456
H (6.9647, 3.3771, -1.0615)  0.430
H (4.5681, 3.7616, -1.5094)  0.453
H (2.9500, 1.8753, -1.4067)  0.524
H (5.6523, -4.1714, -0.0455)  0.421
H (4.4270, -6.2168, 0.5600)  0.436
H (1.9774, -6.1366, 0.8740)  0.443
H (0.7035, -4.0380, 0.5702)  0.513
F (0.8712, 7.3270, 3.5307)  -0.244
C (1.9960, 6.8399, 2.9818)  0.819
F (2.4612, 7.7562, 2.1245)  -0.271
F (2.8961, 6.7071, 3.9690)  -0.249
C (1.7382, 5.5172, 2.3084)  0.297
C (1.4293, 4.4152, 3.1068)  -1.085
C (1.1677, 3.1962, 2.5285)  -0.401
C (1.2202, 3.0508, 1.1183)  1.071
C (1.5276, 4.1843, 0.3267)  -0.532
C (1.7791, 5.4017, 0.9238)  -0.913
C (0.9728, 1.8273, 0.5261)  -0.037
C (0.7247, 0.7201, -0.0892)  -0.677
H (1.3993, 4.5247, 4.1833)  0.447
H (0.9258, 2.3355, 3.1393)  0.584
H (1.5400, 4.0872, -0.7520)  0.721
H (2.0060, 6.2689, 0.3193)  0.507


Record 3
The following is a quantum chemistry calculation of a structure of composition C47H35Cl5FN7NbO3PS2 in a non-equilibrium geometry, from the Open Molecules 2025 dataset.

Properties
largest force on an atom: 3.6 eV/A
lowest unoccupied orbital energy (spin up / spin down): -6.4 / -6.3 eV
net charge: +2
energy relative to the best compared isomer or geometry (same formula, charge and spin): 2.494 eV

Each line ends with the Mulliken charge.
Element x y z (Å)
Nb (1.1196, -1.6008, 0.4369)  -1.779
C (-2.8925, 4.4865, 4.2329)  -1.047
C (-1.4775, 4.9715, 3.7493)  -1.080
N (-1.0249, 4.1587, 2.6486)  0.334
C (-0.2602, 3.0329, 2.9607)  0.245
C (0.2544, 2.2150, 2.0293)  -0.762
C (0.6855, 0.8535, 2.5169)  -0.126
O (0.7959, 0.5178, 3.6772)  -0.634
O (0.7681, -0.0354, 1.5002)  0.162
C (0.3538, 2.6114, 0.6163)  1.201
O (1.0892, 2.1519, -0.2538)  -0.679
C (-0.5383, 3.7201, 0.2692)  0.214
C (-0.7293, 4.1291, -1.0708)  -1.243
C (-1.5812, 5.1969, -1.3215)  1.121
F (-1.8137, 5.4551, -2.6299)  -0.363
C (-2.2573, 5.9469, -0.3786)  -1.554
C (-2.1706, 5.5089, 0.9513)  -0.782
C (-1.2689, 4.4475, 1.2792)  0.543
N (-2.9382, 7.1303, -0.8064)  0.415
C (-4.2275, 7.0164, -1.4788)  -0.502
C (-5.0280, 8.3146, -1.4069)  -0.891
N (-4.2119, 9.5284, -1.7999)  -0.195
C (-2.7939, 9.5857, -1.0729)  -0.755
C (-2.0955, 8.2300, -1.2576)  -0.496
H (-3.3477, 5.2820, 4.8909)  0.346
H (-2.7525, 3.6237, 4.9286)  0.367
H (-3.5847, 4.1634, 3.4704)  0.340
H (-0.8283, 4.9000, 4.6405)  0.382
H (-1.5028, 5.9877, 3.4059)  0.567
H (-0.0874, 2.8190, 4.0143)  0.590
H (-0.1749, 3.6338, -1.8757)  0.558
H (-2.7486, 5.8831, 1.7569)  0.594
H (-4.7674, 6.1452, -1.0947)  0.469
H (-4.0311, 6.8194, -2.5599)  0.339
H (-5.4411, 8.5675, -0.4365)  0.370
H (-5.8258, 8.2386, -2.1535)  0.412
H (-4.7433, 10.3758, -1.5245)  0.359
H (-4.1356, 9.5060, -2.8521)  0.431
H (-2.8904, 9.7266, 0.0000)  0.361
H (-2.2623, 10.4360, -1.5592)  0.388
H (-1.1681, 8.2344, -0.6363)  0.422
H (-1.7291, 8.0745, -2.3028)  0.353
S (-0.4938, -0.1530, -1.3446)  -0.217
C (-1.4884, -1.5501, -1.7255)  0.823
C (-2.1345, -1.6132, -2.9865)  -0.797
C (-2.9811, -2.6791, -3.3317)  0.146
C (-3.4145, -2.8236, -4.6895)  -0.225
N (-3.5361, -2.9008, -5.8370)  -0.397
C (-3.0593, -3.7803, -2.3959)  0.799
C (-2.4671, -3.6552, -1.1375)  -0.601
C (-1.6594, -2.5690, -0.7546)  0.755
S (-0.8848, -2.7163, 0.8142)  -0.256
C (-3.7872, -4.9551, -2.7467)  -0.473
N (-4.3480, -5.9320, -2.9819)  -0.440
H (-2.0186, -0.8102, -3.7022)  0.439
H (-2.5298, -4.5864, -0.5443)  0.423
N (2.7509, -3.8167, -1.6451)  -0.028
P (2.3231, -4.2068, 0.0738)  1.662
C (3.7469, -5.0594, 0.6579)  0.815
C (3.9151, -6.3838, 0.2304)  -0.748
C (5.1059, -7.0946, 0.5177)  -0.687
C (6.0551, -6.5774, 1.3921)  -0.642
C (5.9063, -5.2745, 1.7601)  -0.492
C (4.8207, -4.4624, 1.3838)  -0.408
C (1.1728, -5.6606, -0.1405)  -0.167
C (0.6426, -5.9179, -1.3792)  0.400
C (-0.3200, -6.9467, -1.5667)  -0.826
C (-0.6963, -7.6780, -0.4658)  -0.514
C (-0.0831, -7.5161, 0.8018)  -0.940
C (0.9176, -6.5808, 0.9388)  -0.241
C (2.3342, -2.6779, -2.3256)  0.096
C (2.5134, -2.5718, -3.6845)  -1.144
C (1.7172, -1.6302, -4.4177)  -0.389
C (1.0523, -0.6590, -3.6769)  -1.148
C (1.1467, -0.5665, -2.2091)  0.510
N (1.7666, -1.6783, -1.5831)  0.506
H (3.4871, -4.3984, -2.0398)  0.291
H (3.1296, -6.8631, -0.4083)  0.343
H (5.2115, -8.1105, 0.1737)  0.416
H (6.9099, -7.2433, 1.7254)  0.356
H (6.6756, -4.7402, 2.3820)  0.350
H (4.8060, -3.3956, 1.5915)  0.386
H (0.7671, -5.1595, -2.2363)  0.181
H (-0.8765, -7.1172, -2.4700)  0.500
H (-1.6065, -8.2499, -0.5603)  0.401
H (-0.1895, -8.3443, 1.5342)  0.379
H (1.5032, -6.4992, 1.8436)  0.545
H (3.1345, -3.3353, -4.1725)  0.412
H (1.6347, -1.6591, -5.5322)  0.401
H (0.4003, 0.0139, -4.2724)  0.455
H (1.6853, 0.3590, -1.9214)  0.497
Cl (3.6057, -0.4206, 0.7094)  -0.124
C (3.2847, -1.3065, 2.2351)  1.504
C (2.2007, -2.1600, 2.2508)  -0.074
C (2.0631, -2.9250, 3.4215)  0.201
Cl (0.6317, -3.9907, 3.5513)  -0.108
C (2.9239, -2.7834, 4.4647)  0.338
Cl (2.6515, -3.7862, 5.9132)  -0.159
C (3.9222, -1.8219, 4.4544)  0.307
Cl (4.6781, -1.4229, 5.9511)  -0.163
C (4.1458, -1.0408, 3.3025)  -0.084
Cl (5.4990, 0.0950, 3.3075)  -0.136